Record 1
A structure of composition C38H40BIN11O7Sc at a distorted geometry, computed with wB97M-V/def2-TZVPD.

```
99
Properties=species:S:1:pos:R:3:forces:R:3
Sc 0.9414 3.2079 1.7862 1.83 -0.89 2.07
C -1.4542 5.8439 -0.7151 1.19 -0.63 0.24
C -1.2408 5.0657 0.4655 1.77 -0.46 -2.04
N -0.0789 4.3354 0.2748 -1.37 1.96 -2.00
N 0.4473 4.6772 -1.0234 -1.72 -0.51 2.86
C -0.3793 5.5468 -1.5777 -1.30 0.05 1.31
B 1.8880 4.3387 -1.4422 1.36 -0.34 0.36
N 2.0458 2.7711 -1.3838 -0.11 -0.67 2.47
C 2.0868 1.8521 -2.3307 -0.43 -1.50 -0.92
C 1.5994 0.6060 -1.8431 -0.04 2.05 0.40
C 1.3180 0.8818 -0.4766 1.05 -0.79 -0.95
N 1.6958 2.1366 -0.1562 -1.29 0.08 -1.20
N 2.8483 4.9560 -0.3758 0.41 0.49 2.27
C 3.7065 6.0094 -0.5253 -0.84 -0.71 0.89
C 3.8457 6.6495 0.7279 0.42 0.19 -1.79
C 3.1969 5.8166 1.6272 -1.16 -0.74 -0.13
N 2.5598 4.8061 1.0274 0.57 0.67 -2.17
N 2.1784 4.9571 -2.8513 0.01 -1.49 -1.44
C 1.3216 4.6941 -3.9569 3.25 0.40 0.35
C 2.1494 4.6118 -5.0735 -1.22 -0.70 0.48
C 3.4648 4.7258 -4.5884 1.07 -0.24 -1.16
N 3.5271 4.9242 -3.3070 -1.77 -0.04 1.26
H -2.1504 6.6274 -0.9271 -0.54 -0.08 0.12
H -1.8606 4.9505 1.3817 0.84 0.14 -0.79
H -0.1975 5.8064 -2.5868 -0.07 0.92 -0.33
H 2.5432 2.1294 -3.2867 -0.61 -0.20 0.20
H 1.2886 -0.2874 -2.3617 0.51 -0.04 -0.08
H 0.9692 0.0402 0.1824 0.36 1.67 -0.08
H 4.2390 6.0431 -1.4807 -0.57 0.77 0.38
H 4.1668 7.6893 0.8205 0.51 -0.76 0.40
H 3.0946 5.8725 2.6996 0.06 0.22 0.04
H 0.2720 4.5612 -3.8240 -0.24 -0.15 -0.18
H 1.8769 4.2903 -6.0710 -0.11 0.38 0.12
H 4.4060 4.5853 -5.1897 -1.12 0.44 0.81
O -1.9561 4.4862 4.4226 -0.03 -0.10 0.39
C -1.1057 3.6988 4.0675 1.64 0.94 -1.92
O 0.0100 4.0801 3.4046 -1.30 -0.87 0.31
C -1.2840 2.2198 4.2379 -0.10 0.56 0.42
C -2.0545 1.8215 5.3055 0.79 0.04 0.76
C -2.2984 0.4862 5.5663 -0.41 -0.20 -0.93
C -1.8468 -0.4940 4.6639 -0.99 0.22 3.68
C -1.0302 -0.0870 3.6962 0.85 -0.62 -2.42
C -0.7700 1.2826 3.3409 0.73 -0.71 -2.02
O -0.2083 1.5948 2.1725 -0.85 -0.56 1.80
N -0.6582 -1.2608 2.8330 1.62 1.82 -1.23
O 0.4266 -1.1985 2.2024 -2.48 -0.75 1.31
O -1.4958 -2.1489 2.7824 1.13 -0.21 -0.40
N -3.3684 0.2262 6.5036 -1.40 -2.33 -0.40
O -3.6878 -0.9995 6.7588 1.01 3.63 -0.29
O -4.0165 1.2175 6.8195 0.09 -1.48 0.85
H -2.3582 2.5546 6.0430 -0.27 0.09 -0.44
H -2.0468 -1.5363 4.9042 -0.08 0.32 -0.43
I 2.4375 1.2467 4.8405 -0.71 -0.95 1.99
C 2.8524 2.2090 3.0941 -1.44 1.29 -1.70
H 3.1535 1.3679 2.4770 0.90 0.52 -0.32
H 3.5500 2.9731 3.4268 0.60 -0.31 -0.74
C -3.9924 -0.1443 -3.2740 -0.02 0.02 1.00
C -3.4128 -1.0961 -2.2194 0.38 -0.51 0.75
C -4.2494 -1.6562 -1.2152 -0.23 -0.09 -0.72
C -3.7601 -2.3343 -0.0795 0.00 -0.08 -0.10
C -4.6623 -2.7225 1.0970 1.07 0.56 -0.13
C -2.4284 -2.6884 -0.0764 0.47 0.89 -2.06
C -1.5344 -2.2967 -1.1669 -2.39 1.42 0.66
C -2.0222 -1.3359 -2.1203 -1.64 0.01 0.38
N -0.2827 -2.6286 -1.3184 0.91 -1.23 -0.34
C 0.1262 -4.0121 -1.1216 1.24 -1.33 0.54
C -0.6774 -5.0832 -1.9464 -0.51 -0.16 -1.03
C 0.0854 -6.4358 -1.9407 0.19 0.19 -0.88
C 1.5022 -6.3069 -2.5985 -0.08 1.26 1.23
C 2.3441 -5.3474 -1.6531 -1.31 -0.01 0.49
C 2.4388 -5.8699 -0.1971 -0.04 -0.67 -0.11
C 0.9781 -5.9571 0.3632 0.99 -1.13 0.21
C 0.1777 -6.9611 -0.4927 -0.47 0.07 -0.41
C 0.2828 -4.5847 0.3227 0.36 1.31 1.71
C 1.5961 -3.9804 -1.6311 0.39 0.09 -0.62
H -4.5493 0.6526 -2.6847 0.71 -0.67 -1.11
H -4.6885 -0.6052 -4.0109 0.48 0.14 0.62
H -3.1118 0.2457 -3.8044 -0.60 0.34 -0.02
H -5.3382 -1.6272 -1.3734 0.42 0.41 0.28
H -5.5411 -3.2233 0.7428 -0.69 -0.09 -0.15
H -4.9210 -1.8699 1.7556 0.03 -0.33 -0.56
H -4.1122 -3.4299 1.7075 0.03 -0.11 0.20
H -1.9290 -3.0756 0.7576 0.20 -0.84 1.10
H -1.3237 -0.8275 -2.7762 0.03 -0.28 -0.05
H -0.8376 -4.7366 -3.0314 0.27 -0.31 1.51
H -1.6894 -5.3967 -1.5458 0.86 1.13 -0.14
H -0.5001 -7.1413 -2.5691 0.17 0.27 0.44
H 1.4161 -5.7978 -3.5873 0.04 -0.53 0.55
H 1.9742 -7.2879 -2.7173 -0.02 0.11 0.02
H 3.3647 -5.2621 -1.9768 0.42 0.36 -0.66
H 3.0599 -5.1911 0.4406 -0.49 -0.36 -0.59
H 3.0004 -6.8704 -0.2363 -1.03 1.09 0.35
H 1.0077 -6.3428 1.4246 -0.07 0.56 -0.95
H -0.8637 -6.9799 -0.0472 1.01 -0.51 -0.56
H 0.6416 -7.9779 -0.5992 -0.43 0.73 0.79
H 0.8817 -3.8596 0.9793 -0.61 -0.75 -1.09
H -0.6557 -4.6561 0.8878 -0.08 -0.14 -0.42
H 1.5408 -3.5592 -2.6414 0.16 -0.11 -0.06
H 2.1049 -3.2007 -1.0284 -0.07 -0.56 -0.17
```
Forces are in eV/Å.

expectation value of S² = 0.803
frontier orbital gap (spin up / spin down) = 6.127 / 5.169 eV
total charge = -1
energy = -100256.00080 eV
spin multiplicity = 2

Atom charges from the Löwdin analysis, given in e for atoms 1 to 2:
1 Sc 0.941
2 C -0.034


Record 2
A cluster of 16 separate species, C46H131N7O16 in total at a distorted geometry, computed with wB97M-V/def2-TZVPD.

```
200
Properties=species:S:1:pos:R:3:forces:R:3
C -2.5947 -1.6985 3.3332 -0.84 -0.44 -1.28
C -2.3589 -0.7757 4.4737 0.43 -0.09 -0.20
O -1.0751 -1.1248 5.0180 -0.45 0.69 0.40
H -3.4514 -1.3988 2.7296 -0.29 0.15 0.11
H -2.7983 -2.7255 3.6364 0.14 -0.08 0.19
H -1.7689 -1.7143 2.6219 0.26 0.06 0.23
H -3.1777 -0.8030 5.1927 0.14 -0.24 0.36
H -2.3491 0.2542 4.1171 0.53 0.10 0.08
H -1.1943 -1.9224 5.5388 0.02 -0.10 0.12
C 4.9160 -2.7392 0.7533 0.14 0.92 -0.31
C 4.1171 -3.9814 0.9220 0.06 -0.79 -0.80
O 4.3202 -4.9622 -0.1463 0.26 0.07 2.02
H 6.0019 -2.8341 0.7564 0.00 -0.49 -0.39
H 4.7245 -2.0659 1.5887 -0.36 0.14 -0.05
H 4.5545 -2.2790 -0.1663 0.44 0.47 -0.08
H 3.0650 -3.6996 0.9641 -0.22 -0.16 0.04
H 4.3978 -4.3678 1.9018 -0.16 -0.95 -0.27
H 4.1266 -4.5962 -1.0124 -0.01 0.79 -0.04
C 6.3987 0.4799 1.8270 0.22 0.69 0.54
C 5.9763 0.5786 3.3042 0.52 0.57 -1.88
O 5.0301 -0.3988 3.5372 -0.88 -1.25 1.00
H 5.5686 0.7589 1.1780 0.04 -0.12 -0.06
H 6.7316 -0.5323 1.5972 0.01 0.01 -0.04
H 7.2251 1.1711 1.6617 0.07 0.01 -0.28
H 5.4505 1.5197 3.4651 0.42 0.20 0.27
H 6.8741 0.4639 3.9117 -0.11 0.23 0.44
H 5.5007 -1.2347 3.5746 -0.19 -0.27 0.01
C -4.7937 2.9734 2.5032 1.06 0.17 -1.27
C -4.1951 3.0637 1.0643 -0.88 0.09 1.15
O -4.4759 4.3330 0.5142 0.00 0.33 -0.78
H -4.5653 1.9788 2.8861 -0.38 0.02 0.31
H -5.8439 3.2643 2.5286 -0.01 -0.39 -0.05
H -4.2364 3.7121 3.0793 -0.02 -0.09 0.33
H -4.6622 2.3690 0.3662 0.04 -0.18 0.12
H -3.1297 2.8377 1.1081 0.15 0.10 -0.07
H -4.1223 5.0536 1.0407 0.17 -0.14 0.22
C 0.9012 2.5012 -5.0057 -0.64 0.46 -0.80
C 0.2057 1.1276 -5.0396 0.87 0.67 1.26
O 0.9621 0.1767 -4.3203 0.82 -0.43 -1.13
H 1.3316 2.8871 -4.0816 -0.12 -0.66 0.40
H 0.1674 3.2564 -5.2871 -0.07 0.16 -0.18
H 1.6954 2.5533 -5.7504 0.09 -0.17 0.00
H 0.0860 0.8305 -6.0815 0.10 -0.28 0.05
H -0.7811 1.1502 -4.5772 -0.38 0.34 -0.11
H 0.7114 0.1938 -3.3937 -0.48 -0.33 0.19
C 4.2425 1.6640 -1.9103 -1.10 1.12 -0.09
C 5.6116 1.3651 -2.4013 0.03 -2.18 0.84
O 6.5347 2.3558 -2.0970 0.55 1.13 -0.35
H 3.7441 2.3782 -2.5657 -0.21 -0.08 -0.23
H 4.2150 2.1641 -0.9422 0.44 -0.19 0.26
H 3.6138 0.7781 -1.8210 0.10 -0.08 -0.21
H 5.6294 1.0303 -3.4384 -0.16 0.46 -0.37
H 5.9510 0.4904 -1.8466 -0.06 -0.59 0.10
H 7.3675 1.9797 -2.3913 0.32 0.42 0.10
C 1.4445 4.7330 -1.0898 -0.39 -0.52 1.01
C 1.8948 5.8623 -1.9280 0.41 0.67 0.22
O 2.9261 5.3617 -2.7554 -0.08 0.45 -1.06
H 1.1024 3.8589 -1.6439 -0.06 0.17 -0.25
H 0.6654 5.0322 -0.3887 -0.01 -0.08 0.15
H 2.3376 4.4242 -0.5466 -0.17 -0.29 0.43
H 2.3150 6.6540 -1.3078 0.05 0.10 0.39
H 1.0908 6.3952 -2.4357 0.12 -0.53 -0.86
H 3.6672 5.1762 -2.1742 0.15 -0.07 -0.08
C -2.1262 -4.5576 -2.9749 0.29 -0.40 0.76
C -0.8709 -4.0914 -2.2174 0.29 -1.01 -2.89
O -1.1609 -3.4506 -1.0655 0.25 0.73 2.44
H -2.5189 -3.7661 -3.6132 -0.05 -0.18 0.03
H -2.8509 -4.8235 -2.2054 -0.36 0.02 -0.12
H -1.9452 -5.4759 -3.5336 0.08 0.21 -0.27
H -0.3470 -3.4304 -2.9078 0.46 0.21 -0.08
H -0.1926 -4.9174 -2.0033 -0.11 -0.18 0.06
H -2.0163 -3.0171 -1.1089 -0.79 0.72 0.03
C 0.5322 -3.5094 3.0034 -0.33 0.06 -0.59
C -0.1586 -4.6231 2.1425 0.00 0.22 0.83
O 0.3563 -4.8084 0.8599 1.25 -0.09 -0.38
H 0.0516 -3.2438 3.9451 -0.45 -0.50 -0.02
H 0.5162 -2.5628 2.4633 0.06 0.00 -0.25
H 1.5684 -3.7030 3.2810 0.09 -0.38 -0.37
H -1.2186 -4.4353 1.9713 -0.32 0.30 0.76
H -0.0644 -5.5899 2.6370 -0.07 0.03 0.26
H -0.1467 -4.2680 0.2462 -0.24 0.34 -0.27
C -4.1834 -3.4973 0.4215 -1.99 -0.95 0.80
C -4.6538 -2.3796 -0.4881 0.60 0.02 0.78
C -5.4778 -1.3225 0.2744 -0.36 -0.65 -0.54
O -5.8853 -0.3417 -0.6884 1.06 -1.33 0.95
C -6.7496 0.5973 -0.1582 -0.90 1.00 -1.12
N -3.4675 -1.7474 -1.0396 -0.43 0.58 -0.11
H -3.8128 -3.2350 1.4124 0.26 0.55 -0.23
H -3.5458 -4.2918 0.0339 0.08 0.47 -0.50
H -5.1424 -3.9729 0.6271 -0.02 -0.70 0.48
H -5.3185 -2.7693 -1.2590 0.18 -0.15 -0.17
H -4.9620 -0.8483 1.1093 0.71 0.24 -0.09
H -6.3065 -1.8075 0.7903 -0.66 -0.05 -0.35
H -7.7596 0.1874 -0.1609 -0.21 0.08 0.59
H -6.7497 1.3903 -0.9061 -0.22 0.33 0.03
H -6.4612 1.0766 0.7773 0.10 -0.45 0.32
H -3.4308 -0.9879 -0.3749 1.37 0.46 0.13
H -3.7581 -1.2086 -1.8430 0.26 0.12 -0.68
C -4.6614 -1.5933 -4.2437 -0.43 0.01 0.28
C -4.6895 -0.0565 -4.2684 0.50 -1.26 0.73
C -6.1377 0.4367 -4.3849 0.63 1.17 -1.38
O -6.9221 -0.1096 -5.4266 -0.80 -1.26 0.34
C -6.4300 -0.0352 -6.7524 0.36 0.78 0.53
N -4.0906 0.4672 -3.0023 -0.49 -0.08 -1.22
H -3.6942 -2.0203 -3.9785 0.13 0.38 0.01
H -4.9499 -2.0415 -5.1945 -0.16 0.11 -0.01
H -5.3790 -1.9119 -3.4875 -0.11 -0.31 0.04
H -4.0189 0.1884 -5.0920 -0.25 0.73 -0.11
H -6.1516 1.5132 -4.5553 0.46 0.57 -0.04
H -6.6288 0.3677 -3.4143 -0.33 -0.87 -0.14
H -7.0729 -0.5471 -7.4684 -0.14 -0.35 0.54
H -5.4143 -0.4275 -6.8039 0.05 -0.06 -0.25
H -6.4376 1.0066 -7.0729 0.30 0.30 -0.09
H -3.9221 1.4543 -3.1335 0.60 0.45 -0.11
H -4.8617 0.5704 -2.3583 -0.19 -0.55 0.61
C 0.4368 3.7593 6.4479 1.15 0.79 0.65
C -0.0956 2.5442 5.8068 -0.52 -1.26 -1.57
C 0.5867 2.2555 4.4513 -0.41 0.68 -1.10
O 0.3008 3.3606 3.5988 0.39 1.40 -0.38
C 1.1008 3.4277 2.3989 -0.36 -1.81 1.09
N -0.0791 1.3478 6.6464 0.12 0.26 0.01
H -0.1585 4.0708 7.3062 0.04 -0.06 0.01
H 0.5496 4.5936 5.7556 -0.37 -0.07 -0.11
H 1.4549 3.5495 6.7760 0.09 0.03 0.35
H -1.1359 2.7376 5.5453 -0.24 -0.03 -0.08
H 0.2058 1.3699 3.9426 -0.52 -0.48 0.28
H 1.6597 2.0639 4.4375 0.51 0.29 0.77
H 0.9002 2.4614 1.9361 0.01 0.26 -1.02
H 2.1652 3.3693 2.6262 0.29 0.42 0.28
H 0.9032 4.2948 1.7687 -0.38 -0.14 0.38
H -0.5749 0.6227 6.1478 -0.40 -0.15 0.01
H 0.8605 0.9784 6.6198 0.52 0.02 0.50
C -1.7355 3.8056 -2.4903 0.48 0.12 -0.92
C -3.0337 4.0885 -3.2765 0.28 0.18 -0.07
C -2.9499 3.7075 -4.7937 0.15 0.86 1.34
O -1.9348 4.4777 -5.4584 -0.91 0.21 0.95
C -2.0837 4.4107 -6.8710 0.46 -0.96 0.82
N -4.1288 3.3655 -2.6075 0.31 -0.34 -0.17
H -1.7069 4.1478 -1.4558 -0.50 -0.02 0.03
H -0.8798 4.2791 -2.9716 -0.13 0.38 -0.19
H -1.4388 2.7572 -2.5218 -0.45 -0.31 0.12
H -3.2353 5.1597 -3.2801 0.20 0.28 0.13
H -3.9271 3.9603 -5.2051 -0.19 -0.11 -0.29
H -2.8103 2.6271 -4.8287 0.36 -0.25 -0.52
H -3.0069 4.8504 -7.2485 -0.17 0.03 0.15
H -2.0621 3.3290 -7.0035 -0.08 -0.06 -1.26
H -1.2242 4.8951 -7.3342 -0.05 -0.10 0.10
H -4.1707 3.6181 -1.6305 0.10 0.18 0.17
H -5.0634 3.4804 -2.9727 0.07 0.43 -0.40
C 3.4693 2.2757 8.3304 -1.20 -1.10 0.66
C 4.2476 0.9597 8.2918 -1.52 0.76 -1.27
C 4.0336 0.2299 6.9048 -1.12 0.19 0.76
O 2.6168 -0.1970 6.7689 2.37 1.47 2.11
C 2.4960 -1.0305 5.7039 -0.66 -0.79 -1.72
N 5.5962 1.3608 8.5487 1.01 -1.35 -0.57
H 3.6116 2.7836 9.2843 0.35 0.01 -0.07
H 2.4149 1.9997 8.3297 -0.24 0.47 -0.51
H 3.7452 2.9373 7.5093 -0.11 -0.07 -0.06
H 3.9292 0.2600 9.0645 -0.18 0.14 0.10
H 4.7280 -0.5959 6.7497 -0.19 -0.77 0.63
H 4.3231 0.8214 6.0362 -0.40 0.84 -0.05
H 1.4454 -1.2531 5.5171 -0.16 0.18 0.09
H 2.9817 -1.9956 5.8474 0.41 -0.14 0.00
H 2.8887 -0.5196 4.8248 0.13 -0.38 -0.43
H 6.0661 0.4714 8.4574 1.12 -0.16 0.40
H 5.8779 1.8332 7.7016 0.41 0.62 -0.12
C -1.3799 0.8408 -0.1879 -0.60 0.28 0.97
C -0.2145 0.4032 -0.9961 1.10 0.17 1.07
C 0.8278 -0.3693 -0.1144 0.63 0.73 -0.57
O 1.3482 0.4294 0.9536 0.11 -0.25 0.27
C 2.4020 -0.2476 1.6991 -1.05 0.31 -0.70
N -0.6185 -0.4210 -2.1120 0.26 -0.61 0.13
H -2.1981 1.1406 -0.8427 -0.15 0.06 0.07
H -1.1344 1.6649 0.4820 0.05 0.08 0.04
H -1.6817 0.0020 0.4392 -0.36 -0.06 0.11
H 0.2832 1.3052 -1.3522 0.30 0.06 -0.28
H 1.6670 -0.6211 -0.7628 0.14 -0.19 -0.28
H 0.4455 -1.3138 0.2727 -0.46 -0.16 0.06
H 2.6182 0.2972 2.6181 -0.23 0.16 -0.18
H 3.3197 -0.3224 1.1157 -0.02 0.01 -0.17
H 2.0452 -1.2451 1.9558 0.20 -0.14 0.10
H -1.4618 -0.0593 -2.5340 -0.21 0.50 -0.22
H -0.9645 -1.2778 -1.7042 0.20 -0.62 -0.05
C 4.3399 -6.1418 -4.4285 -0.44 1.30 0.38
C 3.4272 -6.1816 -3.1873 2.49 -1.44 -0.09
C 2.7199 -4.9267 -2.8036 -0.98 1.20 -0.08
O 3.5904 -3.7789 -2.6417 0.67 -1.55 -1.03
C 2.9097 -2.5669 -2.5992 -1.39 0.29 0.67
N 2.4831 -7.3024 -3.2712 -0.87 0.84 0.50
H 3.8190 -5.5810 -5.2046 -0.08 -0.42 -0.44
H 4.6834 -7.1203 -4.7642 -0.33 0.00 0.05
H 5.2199 -5.5317 -4.2250 0.09 -0.08 0.18
H 4.0672 -6.4078 -2.3345 0.52 0.15 0.16
H 2.1984 -5.0653 -1.8565 0.05 -0.24 0.44
H 1.8904 -4.7431 -3.4865 0.16 0.44 -0.61
H 2.2831 -2.3508 -3.4646 0.25 -0.12 -0.47
H 3.5581 -1.7114 -2.4103 0.36 -0.34 -0.11
H 2.1967 -2.6390 -1.7779 -0.24 0.33 0.41
H 2.1026 -7.2340 -2.3382 -0.98 -0.48 0.23
H 2.9479 -8.1981 -3.2283 0.51 0.02 -0.36
```
Forces are in eV/Å.

ΔE to the lowest compared entry with this formula, charge and spin = 1.7877 eV
frontier orbital gap = 9.185 eV
energy = -93009.24148 eV

Atom charges from the Löwdin analysis, given in e for atoms 1 to 2:
1 C -0.102
2 C -0.288


Question: Look up the energy of the first one.
Answer: -100256.00080 eV